Molecular formula: C42H34BrN3O2PrS2Si
Method: DFT, ωB97M-V/def2-TZVPD

The energy above the lowest of the compared OMol25 structures with the same formula, charge and spin comes out at 315.6 kJ/mol. The net charge is -1. The value obtained for the HOMO energy (spin up / spin down) is -4.15 / -4.16 eV. As for the energy: -6112.6832 Ha. Its spin multiplicity is 3.

```
86
Properties=species:S:1:pos:R:3:mulliken_spin:R:1
Pr 0.325 -0.275 -0.868 2.01
C 3.322 -1.324 -2.727 0.00
C 3.205 -1.489 -1.215 0.00
C 4.436 -1.050 -0.463 0.00
C 4.471 -2.025 1.894 0.00
C 3.225 -1.774 2.298 0.00
C 2.298 -0.788 1.744 0.00
N 2.401 -0.038 0.712 0.00
C 1.043 -0.528 2.523 0.00
C 0.988 -0.711 3.898 0.00
C -0.168 -0.352 4.565 0.00
C -1.223 0.174 3.851 0.00
C -1.107 0.317 2.468 0.00
N 0.007 -0.037 1.825 0.01
C -2.223 0.893 1.658 0.00
C -3.437 1.184 2.275 0.00
C -4.458 1.733 1.526 0.00
C -4.237 1.968 0.185 0.00
C -3.007 1.641 -0.374 0.00
C -2.782 1.870 -1.830 0.00
N -2.010 1.111 0.351 0.00
H 4.365 -1.207 -3.024 0.00
H 2.785 -0.437 -3.078 0.00
H 2.902 -2.197 -3.220 0.00
H 5.144 -0.648 -1.187 0.00
H 4.996 -2.815 2.421 0.00
H 2.824 -2.389 3.093 0.00
H 1.843 -1.093 4.434 0.00
H -0.247 -0.475 5.637 0.00
H -2.122 0.465 4.368 0.00
H -3.598 0.971 3.318 0.00
H -5.411 1.965 1.984 0.00
H -5.003 2.392 -0.448 0.00
H -3.624 2.408 -2.264 0.00
H -2.673 0.915 -2.345 0.00
H -1.862 2.423 -2.007 0.00
S 2.246 2.021 -1.686 0.00
C 3.552 1.285 -0.823 0.00
C 4.705 1.817 -0.350 0.00
C 5.621 1.196 0.621 0.00
C 5.842 -0.030 1.145 0.00
C 5.222 -1.374 0.775 0.00
C 3.323 -0.099 -0.347 -0.01
S 2.015 -2.702 -0.660 -0.01
H 4.921 2.856 -0.568 0.00
H 6.279 1.948 1.053 0.00
H 6.612 -0.081 1.910 0.00
H 6.047 -2.052 0.517 0.00
Br -0.543 3.064 -7.872 0.00
C -0.245 1.363 -7.082 0.00
C -0.012 0.271 -7.902 0.00
C 0.208 -0.970 -7.324 0.00
C 0.190 -1.113 -5.946 0.00
C -0.050 -0.007 -5.141 0.00
C -0.265 1.243 -5.706 0.00
C -0.078 -0.165 -3.650 0.00
O 0.190 -1.282 -3.145 0.00
O -0.363 0.832 -2.934 0.00
H -0.001 0.393 -8.976 0.00
H 0.391 -1.827 -7.956 0.00
H 0.358 -2.071 -5.474 0.00
H -0.436 2.093 -5.061 0.00
C -2.670 -3.169 4.160 0.00
C -3.655 -2.432 3.522 0.00
C -3.520 -2.104 2.179 0.00
C -2.399 -2.478 1.438 0.00
C -1.415 -3.214 2.110 0.00
C -1.548 -3.566 3.443 0.00
Si -2.118 -2.052 -0.409 0.00
C -2.225 -3.764 -1.248 0.00
C -1.146 -4.273 -1.968 0.00
C -1.203 -5.529 -2.562 0.00
C -2.348 -6.300 -2.456 0.00
C -3.439 -5.810 -1.750 0.00
C -3.370 -4.560 -1.157 0.00
H -2.776 -3.436 5.205 0.00
H -4.541 -2.126 4.068 0.00
H -4.310 -1.545 1.691 0.00
H -0.524 -3.522 1.569 0.00
H -0.770 -4.145 3.928 0.00
H -3.471 -1.438 -0.739 0.00
H -0.242 -3.682 -2.067 0.00
H -0.343 -5.901 -3.106 0.00
H -2.394 -7.280 -2.918 0.00
H -4.342 -6.403 -1.663 0.00
H -4.228 -4.193 -0.602 0.00
```